Entry 1:
C4H7NO2 | the ωB97M-V functional and the def2-TZVPD basis

ORCA input file:
```
! RIJCOSX wB97M-V def2-TZVPD def2/J DEFGRID3
* xyz 0 1
O 2.309 0.089 4.089
O 0.393 1.348 0.432
N 0.035 -0.909 -0.073
C 0.761 -1.363 1.033
C -0.947 0.798 -1.495
C 1.243 0.262 3.742
C -0.157 0.293 -0.354
H 1.761 -0.854 0.831
H -1.738 0.157 -1.838
H 0.692 -2.418 0.872
H 0.866 2.064 -0.082
H -0.412 1.070 -2.393
H -1.485 1.693 -1.019
H 0.445 -1.048 1.979
*
```

Energy   -361.797463 Ha
M   101.10 g/mol
Orbital gap   0.3719 hartree

The computed Mulliken charges, all in e, follow: atom 1 (O): -0.170, atom 2 (O): -0.524, atom 3 (N): -0.489, atom 4 (C): -0.469, atom 5 (C): -1.038, atom 6 (C): 0.144, atom 7 (C): 0.704, atom 8 (H): 0.258, atom 9 (H): 0.320, atom 10 (H): 0.290, atom 11 (H): 0.317, atom 12 (H): 0.284, atom 13 (H): 0.279, atom 14 (H): 0.094

***

Entry 2:
C4H7NO2 | the ωB97M-V functional and the def2-TZVPD basis

ORCA input file:
```
! RIJCOSX wB97M-V def2-TZVPD def2/J DEFGRID3
* xyz 0 1
O 2.464 -0.633 0.209
O 0.533 -2.137 -0.090
N -1.319 0.855 -0.436
C 1.024 0.121 0.380
C -1.306 -0.594 -0.312
C 0.111 -1.010 0.024
C -0.042 1.414 0.026
H -0.248 1.872 1.014
H -1.958 -0.970 0.491
H 1.312 0.365 1.370
H -1.542 1.132 -1.384
H 2.343 -1.566 0.570
H 0.249 2.240 -0.625
H -1.622 -1.088 -1.237
*
```

Energy   -361.733381 Ha
M   101.10 g/mol
Orbital gap   0.3471 hartree
SMILES   O=C1CNC[C@@H]1O

The computed Mulliken charges, all in e, follow: atom 1 (O): -0.573, atom 2 (O): -0.595, atom 3 (N): -0.366, atom 4 (C): -0.167, atom 5 (C): -0.501, atom 6 (C): 0.736, atom 7 (C): -0.474, atom 8 (H): 0.245, atom 9 (H): 0.233, atom 10 (H): 0.214, atom 11 (H): 0.296, atom 12 (H): 0.358, atom 13 (H): 0.335, atom 14 (H): 0.258

***

Entry 3:
C4H7NO2 | the ωB97M-V functional and the def2-TZVPD basis

ORCA input file:
```
! RIJCOSX wB97M-V def2-TZVPD def2/J DEFGRID3
* xyz 0 1
O 1.166 -1.930 -1.170
O -1.201 1.107 1.548
N 1.322 0.139 0.578
C 0.104 -1.406 -0.921
C 0.900 0.965 -0.521
C 0.028 -0.160 -0.122
C -1.328 0.143 0.543
H 2.070 -0.478 0.223
H -0.391 0.850 2.008
H 1.429 0.902 -1.463
H -0.853 -1.848 -1.260
H -2.047 0.556 -0.179
H -1.776 -0.782 0.935
H 0.575 1.942 -0.200
*
```

Energy   -361.792563 Ha
M   101.10 g/mol
Orbital gap   0.3928 hartree
SMILES   O=C[C@]1(CO)CN1

The computed Mulliken charges, all in e, follow: atom 1 (O): -0.509, atom 2 (O): -0.522, atom 3 (N): -0.730, atom 4 (C): -0.176, atom 5 (C): -0.608, atom 6 (C): 1.046, atom 7 (C): -0.736, atom 8 (H): 0.307, atom 9 (H): 0.341, atom 10 (H): 0.303, atom 11 (H): 0.363, atom 12 (H): 0.304, atom 13 (H): 0.335, atom 14 (H): 0.280

***

Entry 4:
C4H7NO2 | the ωB97M-V functional and the def2-TZVPD basis

ORCA input file:
```
! RIJCOSX wB97M-V def2-TZVPD def2/J DEFGRID3
* xyz 0 1
O 2.366 -0.273 0.724
O -1.986 0.713 0.387
N 1.070 -0.704 0.629
C 0.389 -0.137 -0.291
C -0.937 -0.781 -0.342
C 0.785 1.043 -1.151
C -1.875 -0.465 0.997
H 2.676 -0.791 1.479
H 1.841 1.024 -1.438
H -2.829 -1.006 1.166
H 0.169 1.129 -2.053
H -1.201 -0.540 1.860
H -1.080 -1.167 -1.401
H 0.612 1.955 -0.566
*
```

Energy   -361.663168 Ha
M   101.10 g/mol
Orbital gap   0.3526 hartree

The computed Mulliken charges, all in e, follow: atom 1 (O): -0.370, atom 2 (O): -0.497, atom 3 (N): -0.434, atom 4 (C): 0.689, atom 5 (C): -0.308, atom 6 (C): -1.067, atom 7 (C): -0.218, atom 8 (H): 0.374, atom 9 (H): 0.405, atom 10 (H): 0.279, atom 11 (H): 0.342, atom 12 (H): 0.240, atom 13 (H): 0.307, atom 14 (H): 0.258

***

Entry 5:
C4H7NO2 | the ωB97M-V functional and the def2-TZVPD basis

ORCA input file:
```
! RIJCOSX wB97M-V def2-TZVPD def2/J DEFGRID3
* xyz 0 1
O -0.809 2.567 0.161
O 0.586 1.148 -1.276
N 0.271 -0.325 -1.009
C -0.590 0.151 0.133
C 1.459 -1.052 -0.718
C -1.342 -0.639 1.188
C -0.241 1.399 -0.168
H 2.280 -0.786 -0.013
H 2.059 -1.242 -1.678
H -0.335 3.065 -0.548
H -2.412 -0.544 0.956
H 1.117 -2.046 -0.206
H -0.875 -1.668 1.060
H -1.169 -0.027 2.118
*
```

Energy   -361.689877 Ha
M   101.10 g/mol
Orbital gap   0.3240 hartree
SMILES   Cc1c(O)on1C

The computed Mulliken charges, all in e, follow: atom 1 (O): -0.467, atom 2 (O): -0.377, atom 3 (N): -0.036, atom 4 (C): 0.033, atom 5 (C): -0.690, atom 6 (C): -0.857, atom 7 (C): 0.463, atom 8 (H): 0.288, atom 9 (H): 0.249, atom 10 (H): 0.355, atom 11 (H): 0.243, atom 12 (H): 0.259, atom 13 (H): 0.272, atom 14 (H): 0.265

***

Entry 6:
C4H7NO2 | the ωB97M-V functional and the def2-TZVPD basis

ORCA input file:
```
! RIJCOSX wB97M-V def2-TZVPD def2/J DEFGRID3
* xyz 0 1
O -0.749 1.121 -0.968
O 1.381 -0.149 -0.728
N -0.866 1.620 0.194
C -0.900 -1.159 -0.501
C 0.040 1.148 1.002
C -0.059 -0.186 -1.115
C 1.152 0.273 0.683
H -0.449 -2.194 -0.524
H 2.061 0.781 1.318
H -1.931 -1.093 -0.678
H -0.031 -0.049 -2.292
H -0.999 -1.016 0.593
H 1.090 -0.768 1.136
H 0.260 1.671 1.881
*
```

Energy   -361.684516 Ha
M   101.10 g/mol
Orbital gap   0.3753 hartree
SMILES   C[C@@H]1OCC=NO1

The computed Mulliken charges, all in e, follow: atom 1 (O): -0.228, atom 2 (O): -0.405, atom 3 (N): -0.366, atom 4 (C): -1.075, atom 5 (C): -0.094, atom 6 (C): 0.242, atom 7 (C): -0.358, atom 8 (H): 0.313, atom 9 (H): 0.275, atom 10 (H): 0.405, atom 11 (H): 0.300, atom 12 (H): 0.294, atom 13 (H): 0.273, atom 14 (H): 0.424

***

Entry 7:
C4H7NO2 | the ωB97M-V functional and the def2-TZVPD basis

ORCA input file:
```
! RIJCOSX wB97M-V def2-TZVPD def2/J DEFGRID3
* xyz 0 1
O -3.316 0.827 0.931
O 0.397 1.643 -0.347
N -1.204 -0.033 1.046
C 2.109 0.066 -0.883
C 0.774 0.494 -0.322
C -2.458 0.084 0.511
C -0.101 -0.593 0.312
H -2.624 -0.616 -0.333
H 2.624 -0.624 -0.206
H 2.723 0.953 -1.052
H 0.517 -1.236 0.952
H -0.491 -1.241 -0.485
H -0.975 0.719 1.685
H 1.969 -0.452 -1.839
*
```

Energy   -361.855672 Ha
M   101.10 g/mol
Orbital gap   0.3862 hartree
SMILES   CC(=O)CNC=O

The computed Mulliken charges, all in e, follow: atom 1 (O): -0.532, atom 2 (O): -0.527, atom 3 (N): -0.173, atom 4 (C): -1.161, atom 5 (C): 0.864, atom 6 (C): 0.150, atom 7 (C): -0.691, atom 8 (H): 0.252, atom 9 (H): 0.339, atom 10 (H): 0.321, atom 11 (H): 0.304, atom 12 (H): 0.298, atom 13 (H): 0.256, atom 14 (H): 0.299

***

Entry 8:
C4H7NO2 | the ωB97M-V functional and the def2-TZVPD basis

ORCA input file:
```
! RIJCOSX wB97M-V def2-TZVPD def2/J DEFGRID3
* xyz 0 1
O -1.674 1.118 1.224
O 1.498 -0.439 0.627
N -0.684 1.227 0.205
C 1.940 0.763 0.003
C 0.957 -0.120 -0.645
C -0.496 0.108 -0.376
C -1.406 -1.090 -0.394
H -1.258 -1.720 0.490
H 1.623 1.695 0.476
H 1.268 -0.804 -1.428
H -1.014 0.964 1.923
H -2.453 -0.784 -0.423
H 2.972 0.713 -0.340
H -1.187 -1.706 -1.274
*
```

Energy   -361.712010 Ha
M   101.10 g/mol
Orbital gap   0.3951 hartree
SMILES   C/C(=N\O)[C@H]1CO1

The computed Mulliken charges, all in e, follow: atom 1 (O): -0.406, atom 2 (O): -0.409, atom 3 (N): -0.544, atom 4 (C): -0.329, atom 5 (C): -0.052, atom 6 (C): 0.611, atom 7 (C): -1.110, atom 8 (H): 0.258, atom 9 (H): 0.261, atom 10 (H): 0.389, atom 11 (H): 0.334, atom 12 (H): 0.338, atom 13 (H): 0.277, atom 14 (H): 0.382